{"formula": "C6H10N3O3", "method": "the ωB97M-V functional and the def2-TZVPD basis", "symbols": ["C", "C", "N", "N", "C", "C", "O", "N", "C", "O", "C", "O", "H", "H", "H", "H", "H", "H", "H", "H", "H", "H"], "coordinates": [[1.366, 2.068, -2.175], [0.968, 0.836, -1.483], [0.358, 0.888, -0.377], [0.353, 2.149, 0.253], [-0.174, -0.253, 0.222], [-0.257, -1.497, -0.290], [0.140, -1.779, -1.545], [-0.716, -2.387, 0.611], [-1.019, -1.609, 1.752], [-1.753, -2.206, 2.782], [-0.745, -0.294, 1.528], [-0.722, 0.732, 2.345], [0.562, 2.823, -2.088], [1.568, 1.703, -3.299], [2.335, 2.482, -1.794], [0.937, -0.111, -1.937], [1.360, 2.482, 0.261], [-0.093, 2.221, 1.100], [0.178, -2.675, -1.858], [-1.000, -3.313, 0.324], [-2.550, -2.664, 2.450], [-1.098, 0.407, 3.216]], "forces_ev_per_angstrom": [[1.4, -0.7, -2.6], [-0.3, 1.2, -1.2], [0.3, 0.9, 1.5], [2.9, 0.1, -2.9], [-0.7, 1.0, 1.2], [0.7, -1.3, -1.8], [0.0, 0.5, -0.2], [0.2, 1.6, -0.2], [-2.3, -1.8, 1.0], [0.8, 0.5, -0.6], [0.9, -2.5, -1.0], [-1.2, 0.7, 3.1], [0.5, -0.3, -0.2], [-0.5, 1.3, 2.4], [-0.8, -0.2, -0.3], [0.5, -0.8, -0.6], [-1.9, -0.4, 0.3], [-1.2, -0.5, 2.4], [-0.2, -0.8, 0.3], [-0.2, 0.1, 0.6], [0.5, 0.5, 0.0], [0.6, 0.9, -1.2]], "smiles": "C/C=[N+](\\N)c1c(O)[nH]c(O)c1O", "de_lowest_kj_mol": 148.3, "spin_multiplicity": 1, "total_charge": 1, "homo_ha": -0.424, "homo_lumo_gap_ev": 8.0}